Record 1
Density functional theory data (ωB97M-V/def2-TZVPD) for 19 unconnected molecules or ions with the total composition C27H19Br2Cl72N3O2PS in a non-equilibrium geometry.

## Properties
HOMO-LUMO gap in eV: 8.24
Total charge: +1
2S+1: 1
Molar mass in g/mol: 3192.933

Each line ends with the Löwdin charge.
Atoms and positions in Å:
C: 9.53417 5.61444 -0.28302  -0.0470
C: 9.21277 4.49173 -1.15959  -0.2504
O: 8.11379 4.76709 -1.98628  -0.0553
C: 6.92807 4.53651 -1.42618  -0.1590
N: 6.43068 3.20415 -1.88162  -0.0097
O: 7.08409 2.64254 -2.93354  0.0556
C: 5.47080 2.60064 -1.32258  -0.5730
N: 4.88107 3.21856 -0.34140  -0.0758
P: 3.31455 4.04765 -0.71503  0.9861
C: 3.60593 5.31500 -1.96991  -0.2934
C: 2.86940 4.96333 0.78439  -0.2323
N: 5.12916 1.37439 -1.77771  -0.3217
S: 6.40381 0.17645 -1.49286  0.8480
C: 3.90586 0.95350 -1.18832  -0.8496
Br: 3.96037 0.35584 0.59786  0.8961
C: 2.80497 0.96513 -1.75277  -0.8670
C: 1.56213 0.60885 -1.17748  -0.2428
Br: 2.61964 1.49058 -3.54053  0.8255
H: 10.01550 6.37745 -0.81129  0.0777
H: 10.18218 5.30816 0.49142  0.0844
H: 8.67317 5.99480 0.18628  0.0729
H: 10.05065 4.28478 -1.75335  0.1214
H: 9.05377 3.61450 -0.58965  0.1177
H: 6.24927 5.29288 -1.68528  0.1185
H: 7.03400 4.50825 -0.38743  0.1226
H: 6.57151 2.82740 -3.73659  0.1311
H: 4.80427 2.63446 0.47890  0.0407
H: 2.68253 5.41880 -2.46861  -0.0346
H: 3.83967 6.26476 -1.58413  0.0040
H: 4.32992 5.05595 -2.70246  0.0323
H: 3.31257 4.54889 1.63523  0.0290
H: 3.13572 5.97447 0.69564  0.0266
H: 1.81961 4.90820 0.85444  0.0262
H: 6.86264 0.57856 -0.30703  -0.1023
H: 1.08928 -0.11429 -1.77685  0.0306
H: 0.93474 1.45334 -1.12132  0.0119
H: 1.66297 0.21167 -0.21042  0.0247
C: 6.24751 -3.95729 -0.32123  -2.0323
Cl: 6.08254 -5.02624 -1.70334  0.5025
Cl: 4.87815 -2.84561 -0.26946  0.4765
Cl: 6.29292 -4.91283 1.15077  0.5310
Cl: 7.75140 -3.02941 -0.47058  0.5226
C: 6.09622 1.26282 -7.09026  -2.0760
Cl: 7.72836 0.98404 -6.50258  0.5435
Cl: 5.68796 2.99448 -6.94928  0.5018
Cl: 5.98606 0.81452 -8.77834  0.5583
Cl: 4.94668 0.31965 -6.15060  0.5064
C: -2.25847 0.59941 -2.02654  -2.0248
Cl: -2.04442 -1.14008 -1.85298  0.5394
Cl: -3.96305 0.99765 -2.12769  0.5592
Cl: -1.49974 1.41867 -0.64485  0.5252
Cl: -1.43861 1.12652 -3.49789  0.5372
C: 1.60693 -3.71316 -3.02597  -2.0423
Cl: 0.85397 -3.99187 -1.45453  0.5291
Cl: 2.56273 -2.23064 -2.91149  0.5361
Cl: 2.64024 -5.07318 -3.43680  0.5466
Cl: 0.39050 -3.51656 -4.27658  0.5186
C: 7.54837 -8.58518 -3.01347  -2.0490
Cl: 6.86521 -10.16664 -3.37059  0.5211
Cl: 9.20115 -8.50734 -3.60906  0.5492
Cl: 6.57760 -7.33980 -3.81221  0.4976
Cl: 7.53311 -8.32382 -1.27286  0.5014
C: 1.09027 8.39860 -2.59015  -2.0321
Cl: 0.73171 6.81526 -1.87723  0.5569
Cl: -0.20268 9.51506 -2.17810  0.5490
Cl: 2.62683 8.99411 -1.96042  0.5066
Cl: 1.19758 8.23482 -4.33691  0.5549
C: -7.73287 0.79974 0.93150  -2.0553
Cl: -8.17555 -0.21798 -0.43253  0.5051
Cl: -7.50762 2.46391 0.38787  0.4970
Cl: -9.01291 0.74711 2.13557  0.5301
Cl: -6.23179 0.21141 1.65023  0.5263
C: -4.26856 4.96965 1.06900  -2.0340
Cl: -3.26463 3.60875 0.54493  0.4783
Cl: -4.97728 5.73211 -0.35519  0.5384
Cl: -5.54739 4.44383 2.16148  0.4720
Cl: -3.26789 6.13284 1.92841  0.5111
C: -2.48962 -6.66783 -4.67516  -2.0678
Cl: -1.14510 -7.73773 -5.06165  0.5296
Cl: -3.00160 -5.82431 -6.13474  0.5304
Cl: -3.82943 -7.61233 -4.03384  0.5366
Cl: -1.95838 -5.48888 -3.47309  0.4805
C: -9.37703 -3.28157 -2.88901  -2.0583
Cl: -7.98221 -3.80039 -1.93834  0.5064
Cl: -9.25074 -1.54782 -3.17173  0.5073
Cl: -9.39453 -4.13531 -4.42874  0.5423
Cl: -10.85915 -3.61979 -2.00658  0.5149
C: -11.03485 -6.16799 1.44829  -2.0580
Cl: -11.46663 -7.82809 1.04706  0.5371
Cl: -10.39264 -6.10389 3.08667  0.5051
Cl: -9.82393 -5.58309 0.31210  0.4858
Cl: -12.46946 -5.14538 1.34255  0.5249
C: 3.50160 12.95680 -1.46507  -2.0662
Cl: 3.13265 14.67500 -1.42299  0.5459
Cl: 4.77305 12.65334 -2.64918  0.5256
Cl: 4.04798 12.43044 0.12837  0.5219
Cl: 2.06330 12.04254 -1.91210  0.4795
C: -9.09965 4.67787 4.79480  -2.0534
Cl: -10.30068 3.56190 5.43591  0.5405
Cl: -9.89824 6.12781 4.19930  0.5440
Cl: -7.96003 5.11355 6.06871  0.5213
Cl: -8.23017 3.90268 3.46993  0.4652
C: -2.66608 6.21055 6.05595  -2.0740
Cl: -2.78821 7.92208 5.65679  0.5283
Cl: -1.60615 5.41572 4.89222  0.4944
Cl: -2.00682 6.02740 7.67810  0.5363
Cl: -4.26416 5.47351 5.97588  0.5116
C: 6.65652 -8.86846 2.84670  -2.0559
Cl: 6.66144 -10.34273 1.88898  0.5146
Cl: 7.12605 -9.23225 4.50242  0.5472
Cl: 7.79430 -7.70904 2.15366  0.4896
Cl: 5.03929 -8.16325 2.83392  0.5163
C: 3.04525 -11.44309 -0.38376  -2.0623
Cl: 4.42500 -11.06490 -1.41624  0.4898
Cl: 2.62314 -13.14228 -0.56890  0.5387
Cl: 3.46234 -11.11941 1.29591  0.5020
Cl: 1.67260 -10.44055 -0.85288  0.5263
C: -10.72688 -4.95417 7.33700  -2.0533
Cl: -9.74150 -6.39404 7.08589  0.5293
Cl: -11.36890 -4.41253 5.78970  0.5084
Cl: -12.05851 -5.33975 8.42777  0.4832
Cl: -9.73695 -3.67988 8.04441  0.5321
C: -15.39456 -7.56474 10.67885  -2.0624
Cl: -15.89512 -8.97195 9.74779  0.5324
Cl: -14.36138 -6.54008 9.67607  0.4709
Cl: -16.81526 -6.65370 11.18112  0.5313
Cl: -14.49565 -8.08669 12.10015  0.5314

***

Record 2
Density functional theory data (ωB97M-V/def2-TZVPD) for 2 unconnected molecules or ions with the total composition C4H10OS in a non-equilibrium geometry.

## Properties
HOMO-LUMO gap in eV: 9.53
2S+1: 1
ΔE to the lowest compared entry with this formula, charge and spin in kJ/mol: 0.00
Molar mass in g/mol: 106.190

Each line ends with the Löwdin charge.
Atoms and positions in Å:
C: -1.50870 -0.08462 0.09715  -0.2659
C: -0.54882 1.11390 0.13544  -0.2907
C: 0.41446 1.12497 -1.01403  -0.4495
S: 0.49720 -0.65169 -1.57156  0.8274
C: -0.64750 -1.25392 -0.33076  -0.5296
H: -2.31320 0.19595 -0.60960  0.1152
H: -1.98535 -0.35992 1.05759  0.1181
H: 0.02843 0.95070 1.06581  0.1090
H: -1.06180 2.09081 0.22463  0.1183
H: 1.41765 1.56877 -0.86536  0.0856
H: -0.07379 1.66788 -1.84609  0.0703
H: -1.25368 -2.10458 -0.69732  0.0840
H: -0.08961 -1.59792 0.56136  0.0674
O: 2.55760 -0.57570 1.43971  -0.0908
H: 2.65121 -1.53039 1.65898  0.0531
H: 1.91590 -0.55425 0.69405  -0.0220

***

| no. | HOMO level (eV) | E_tot (Ha) | LUMO level (eV) |
| --- | --- | --- | --- |
| 1 | -11.23 | -40375.711866 | -2.992 |
| 2 | -8.73 | -631.824682 | 0.801 |